[1]
{
  "formula": "C2H2N2",
  "method": "the ωB97M-V functional and the def2-TZVPD basis",
  "symbols": ["C", "C", "H", "H", "N", "N"],
  "xyz": [[-1.44566, -0.48045, 0.10240], [-0.68954, 0.43358, 0.06402], [-2.29387, -1.11987, 0.19246], [0.20049, 0.99401, 0.10069], [2.24857, -0.11651, 0.27372], [1.98001, 0.28925, -0.73328]],
  "forces_ev_per_a": [[-1.6, -0.6, 0.2], [0.9, 0.2, 0.2], [0.2, -0.2, -0.1], [-0.4, 0.7, 0.0], [-0.7, 1.4, -3.8], [1.6, -1.7, 3.6]],
  "lowdin_charge": [0.000, -0.054, 0.018, -0.046, 0.052, 0.030],
  "total_energy_ev": -5084.7769,
  "homo_lumo_gap_ha": 0.4418,
  "de_lowest_ev": 0.408,
  "max_force_ha_per_bohr": 0.0836
}

***

[2]
{
  "formula": "C13H14N2O",
  "method": "the ωB97M-V functional and the def2-TZVPD basis",
  "symbols": ["C", "C", "C", "C", "C", "C", "C", "C", "C", "C", "C", "N", "N", "C", "O", "C", "H", "H", "H", "H", "H", "H", "H", "H", "H", "H", "H", "H", "H", "H"],
  "xyz": [[2.46487, 1.39822, -1.30951], [1.53042, 1.14247, -0.13090], [0.17330, 1.72998, -0.17598], [-0.66400, 1.51018, 0.92279], [-2.08214, 1.76199, 0.81770], [-2.67583, 0.46368, 0.27712], [-2.63859, 0.16815, -1.10111], [-2.73274, -1.13668, -1.58749], [-3.02772, -2.16834, -0.71522], [-3.19677, -1.90121, 0.62963], [-2.95974, -0.62898, 1.17361], [-0.12887, 0.82891, 2.09713], [-0.97943, 0.50277, 3.26510], [1.10268, 0.14268, 2.04619], [1.38208, -0.65703, 2.89409], [1.95440, 0.29179, 0.91056], [3.56900, 1.44493, -0.95088], [2.43607, 0.58676, -1.90367], [2.21320, 2.30554, -1.83652], [-0.25426, 2.33750, -0.99849], [-2.50993, 1.92321, 1.82543], [-2.23234, 2.65375, 0.13569], [-2.31200, 1.02394, -1.63715], [-2.47599, -1.42249, -2.59215], [-3.11941, -3.18493, -1.17798], [-3.42317, -2.74934, 1.33833], [-3.00776, -0.45617, 2.29801], [-1.28440, 1.38572, 3.78975], [-0.53779, -0.16614, 3.88813], [2.93256, -0.24886, 0.90905]],
  "forces_ev_per_a": [[1.7, 2.0, 3.4], [0.2, -0.4, 0.4], [0.4, -0.8, 2.3], [3.6, -1.3, 0.6], [-2.1, 0.7, 0.3], [-0.4, -2.3, 0.4], [0.6, 0.0, 1.6], [0.1, 0.5, 0.4], [-0.2, -0.8, -0.9], [0.0, -0.7, 1.7], [-0.4, 1.0, -0.1], [-1.2, 0.8, -0.7], [-0.7, 2.2, -0.9], [-0.5, -0.2, -1.0], [0.2, -1.2, 2.5], [-0.8, 2.4, -2.4], [-1.9, 0.2, -0.5], [-0.2, -2.7, -2.5], [0.0, 0.2, -0.2], [0.7, -0.6, 0.5], [0.0, 0.4, -0.6], [-0.1, -1.1, 0.8], [0.1, 0.3, -1.3], [-0.2, 0.4, -0.4], [0.1, 0.9, 0.9], [0.2, 1.0, -0.9], [0.1, -0.3, -1.8], [1.2, -1.6, -1.1], [0.7, 0.2, -0.5], [-1.1, 0.7, 0.0]],
  "lowdin_charge": [-0.051, -0.214, 0.007, -0.195, -0.124, -0.198, -0.044, -0.086, -0.115, -0.101, -0.040, 0.020, 0.082, -0.492, 0.043, 0.035, 0.117, 0.031, 0.070, 0.119, 0.114, 0.144, 0.090, 0.097, 0.118, 0.118, 0.111, 0.126, 0.079, 0.138],
  "total_energy_ev": -18733.7691,
  "homo_lumo_gap_ha": 0.3130,
  "de_lowest_ev": 1.783,
  "max_force_ha_per_bohr": 0.0830
}

***

[3]
{
  "formula": "C22H27BF27I2NO6P",
  "method": "the ωB97M-V functional and the def2-TZVPD basis",
  "symbols": ["C", "C", "I", "C", "I", "P", "C", "C", "C", "F", "F", "F", "C", "O", "O", "B", "N", "O", "H", "H", "H", "H", "H", "H", "H", "H", "H", "H", "H", "H", "H", "H", "H", "C", "C", "C", "F", "F", "F", "F", "O", "C", "C", "F", "F", "F", "F", "H", "H", "H", "H", "C", "C", "C", "F", "F", "F", "F", "O", "C", "C", "F", "F", "F", "F", "H", "H", "H", "H", "C", "C", "C", "F", "F", "F", "F", "O", "C", "C", "F", "F", "F", "F", "H", "H", "H", "H"],
  "xyz": [[-1.17000, -0.54194, -1.74287], [-0.83897, 0.88937, -1.05795], [1.29014, 1.21450, -1.33445], [-1.77952, 2.01038, -1.70059], [-2.30818, 1.66462, -3.79732], [-1.10455, 3.76678, -1.59077], [-2.58834, 4.92186, -1.93165], [-2.17867, 6.46462, -1.70028], [-2.69918, 7.06525, -0.33530], [-1.64018, 7.66607, 0.38718], [-3.29165, 6.13281, 0.52476], [-3.65127, 8.09160, -0.49987], [0.15384, 4.19403, -2.98131], [-0.40818, 5.07425, -3.98119], [-0.55029, 4.36214, -5.16312], [-0.45728, 4.26465, 0.15528], [-1.22701, 3.92841, 1.38103], [0.78911, 4.97982, 0.16353], [-2.28292, -0.72088, -1.85714], [-0.61109, -0.60500, -2.74089], [-0.72678, -1.39149, -1.11208], [-1.08911, 0.79378, 0.05582], [-2.77016, 1.99155, -1.12148], [-3.52522, 4.60269, -1.38355], [-2.79642, 4.78852, -3.04928], [-2.57882, 7.03605, -2.60668], [-1.03389, 6.49212, -1.74991], [0.56398, 3.23446, -3.44769], [1.01286, 4.73660, -2.46135], [-1.52956, 4.24038, -5.22497], [-0.73737, 3.24188, 1.96692], [-1.46005, 4.75557, 1.94323], [1.02895, 5.19081, 1.09585], [6.17595, -3.53560, -1.65522], [5.86724, -3.63384, -3.16610], [6.71693, -2.76385, -4.09451], [6.57589, -1.44798, -3.84898], [6.34153, -2.94993, -5.38399], [4.54605, -3.40594, -3.35888], [6.07794, -4.93469, -3.52328], [5.33891, -2.67592, -0.86425], [5.66160, -1.30289, -0.81005], [4.57002, -0.41858, -1.42359], [4.33932, -0.73482, -2.71405], [4.93530, 0.88735, -1.40278], [6.87163, -1.10031, -1.35449], [5.78853, -1.00250, 0.50137], [5.98201, -4.53164, -1.24835], [7.23580, -3.35925, -1.45873], [7.77668, -3.02068, -4.01493], [3.63024, -0.52549, -0.87889], [-3.77798, 2.23297, 3.82911], [-4.01250, 0.90752, 3.06934], [-5.43417, 0.34273, 3.10360], [-5.84596, 0.04639, 4.34666], [-5.49452, -0.81468, 2.39840], [-3.11572, -0.00859, 3.49966], [-3.70010, 1.14906, 1.75527], [-3.22248, 2.13834, 5.14788], [-4.10772, 1.90857, 6.22466], [-3.85066, 0.56719, 6.92101], [-3.96904, -0.46873, 6.06447], [-4.75081, 0.36409, 7.90921], [-5.37624, 2.05268, 5.80633], [-3.89067, 2.91147, 7.10256], [-3.01263, 2.76953, 3.26176], [-4.65094, 2.88949, 3.80183], [-6.14729, 1.04242, 2.65874], [-2.84686, 0.53766, 7.34978], [1.19595, -6.29020, -1.15663], [1.13555, -4.75013, -1.04578], [2.05617, -4.10444, -0.00887], [1.78589, -4.50009, 1.24633], [1.89999, -2.75361, -0.02139], [-0.15227, -4.37270, -0.85495], [1.49227, -4.25522, -2.26860], [0.18862, -7.04283, -0.46554], [0.40067, -7.33686, 0.89841], [-0.64405, -6.68179, 1.80919], [-0.65010, -5.33787, 1.67506], [-0.37527, -6.94452, 3.10890], [1.66465, -7.02992, 1.23793], [0.30267, -8.67919, 1.00816], [1.01227, -6.51848, -2.20977], [2.19723, -6.68056, -0.96030], [3.10628, -4.32099, -0.22232], [-1.64607, -7.04840, 1.57768]],
  "forces_ev_per_a": [[1.1, -0.2, 0.4], [-1.7, -1.5, -0.4], [-0.7, 0.3, 0.3], [0.0, -0.1, 1.1], [0.1, 0.2, 0.7], [-1.4, 0.1, -1.6], [0.0, 0.2, -0.7], [0.1, -0.9, -0.5], [-0.3, 1.8, 1.1], [-1.9, -1.4, -1.3], [1.2, 1.4, -1.6], [1.9, -2.3, 0.1], [0.8, -0.1, 0.0], [0.7, -0.2, 2.1], [-1.1, -0.6, -1.1], [2.5, 1.1, 2.2], [0.7, 0.2, -1.0], [-2.7, -1.3, 0.3], [1.3, 0.3, 0.1], [-1.1, 0.1, 1.3], [-0.7, 1.3, -0.7], [0.6, 0.5, -1.5], [1.4, 0.1, -0.9], [1.3, 0.3, -0.4], [0.3, 0.1, 1.6], [0.5, -0.5, 1.7], [-1.7, 0.5, 0.3], [-0.7, 1.4, 0.6], [-1.1, -0.6, -0.6], [0.9, 0.0, -0.1], [-0.3, 0.3, -0.2], [0.1, -0.4, -0.2], [-0.1, -0.1, -0.8], [0.1, -0.4, 0.6], [-0.7, 0.0, 0.5], [0.4, 0.0, -0.8], [-0.1, 0.0, 0.2], [-0.1, -0.3, 0.2], [0.1, 0.2, -0.1], [0.4, 0.2, 0.0], [0.2, 1.0, -0.9], [0.8, -1.6, 0.5], [-0.5, 0.2, -0.3], [0.1, -0.2, 0.1], [0.2, -0.1, 0.3], [-0.2, 0.4, -0.1], [-0.4, 0.3, -0.2], [-0.2, 0.1, -0.2], [-0.1, 0.2, -0.2], [0.0, -0.1, 0.1], [0.1, -0.2, 0.2], [0.4, 0.6, 0.1], [0.7, 0.0, 0.7], [-0.7, -0.5, -0.4], [0.2, 0.1, 0.0], [0.3, 0.2, -0.2], [-0.3, 0.0, -0.1], [-0.3, 0.1, -0.1], [-1.0, -0.9, 0.1], [0.2, 1.3, -1.0], [0.2, -0.7, 0.4], [0.1, 0.3, -0.2], [0.0, 0.4, -0.1], [-0.1, -0.3, 0.3], [0.1, -0.4, 0.1], [0.0, -0.3, 0.0], [-0.1, -0.3, 0.1], [0.1, 0.1, 0.0], [0.0, 0.2, 0.0], [-0.1, -0.7, -0.5], [-0.8, -0.5, -0.2], [0.5, 0.4, 0.2], [-0.1, -0.1, -0.1], [-0.1, 0.2, -0.3], [0.2, 0.2, 0.2], [0.4, 0.0, 0.3], [0.4, 0.8, 1.1], [0.7, -0.5, -1.6], [-0.6, 0.2, 0.4], [0.1, -0.1, -0.2], [0.2, -0.2, -0.2], [-0.2, 0.1, 0.4], [-0.4, 0.3, 0.2], [-0.2, 0.2, 0.1], [-0.1, 0.2, 0.2], [0.0, 0.0, -0.2], [0.1, -0.2, -0.1]],
  "lowdin_charge": [-0.243, -0.792, 1.073, -0.824, 1.004, 1.007, -0.241, -0.069, -0.430, 0.069, 0.074, 0.086, -0.285, -0.221, -0.058, -0.639, 0.119, 0.069, 0.075, 0.048, 0.085, 0.098, 0.087, 0.116, 0.080, 0.153, 0.127, 0.070, 0.123, 0.074, 0.093, 0.086, 0.129, -0.037, -0.435, -0.301, 0.094, 0.098, 0.123, 0.107, 0.020, -0.507, -0.328, 0.089, 0.079, 0.148, 0.151, 0.146, 0.147, 0.176, 0.093, -0.045, -0.429, -0.305, 0.105, 0.096, 0.131, 0.075, 0.031, -0.508, -0.279, 0.097, 0.107, 0.144, 0.150, 0.121, 0.147, 0.175, 0.177, -0.038, -0.431, -0.297, 0.103, 0.072, 0.119, 0.101, 0.035, -0.510, -0.277, 0.092, 0.103, 0.140, 0.151, 0.151, 0.146, 0.166, 0.177],
  "total_energy_ev": -136557.3150,
  "charge": 1,
  "homo_lumo_gap_ha": 0.3290,
  "max_force_ha_per_bohr": 0.0690
}

***

no.,highest occupied orbital energy (eV)
1,-10.8
2,-8.1
3,-13.0